Cl2F2Mg2 as an isolated structure in a non-equilibrium geometry. Source: OMol25; level of theory: ωB97M-V/def2-TZVPD.

Last column: Löwdin charge in e.
CARTESIAN COORDINATES (ANGSTROEM)
Mg  -28.01  -17.86  26.36  1.27
Mg  -25.50  -18.29  27.68  0.03
F  -26.26  -16.95  26.31  -0.50
F  -27.37  -18.84  27.76  -0.49
Cl  -25.13  -17.32  29.67  -0.16
Cl  -24.51  -19.76  26.31  -0.14

**HOMO energy**: -9.378 eV
**Relative energy (zero: lowest compared OMol25 entry of this formula, charge and spin)**: 0.0133 eV
**Frontier orbital gap**: 5.3 eV


Cl2H10MgO5 as an isolated structure in a non-equilibrium geometry. Source: OMol25; level of theory: ωB97M-V/def2-TZVPD.

Last column: Löwdin charge in e.
CARTESIAN COORDINATES (ANGSTROEM)
Mg  0.78  -0.18  -0.07  0.08
Cl  0.79  -2.14  1.34  -0.12
Cl  2.54  -0.80  -1.50  -0.17
O  -0.85  -0.80  -1.18  -0.10
H  -0.77  -1.43  -1.91  0.11
H  -1.65  -0.30  -1.36  0.09
O  0.66  1.82  -1.05  -0.09
H  -0.16  2.29  -1.27  0.08
H  1.37  2.42  -1.29  0.09
O  -2.41  -2.60  0.55  -0.11
H  -2.44  -2.99  -0.33  0.02
H  -1.58  -2.09  0.57  -0.07
O  -0.84  0.87  1.00  -0.06
H  -1.77  0.73  1.22  0.10
H  -0.70  1.82  1.06  0.08
O  2.13  0.89  1.17  -0.10
H  3.04  1.19  1.03  0.09
H  1.85  1.29  2.00  0.08

**HOMO energy**: -8.295 eV
**Frontier orbital gap**: 7.3 eV


A 2-piece molecular cluster, Cl2H2NOP overall in a non-equilibrium geometry. Source: OMol25; level of theory: ωB97M-V/def2-TZVPD.

Last column: Löwdin charge in e.
CARTESIAN COORDINATES (ANGSTROEM)
N  0.99  -0.83  -1.23  -0.22
O  -1.89  0.47  0.12  -0.41
P  0.39  -0.23  0.06  -0.06
Cl  0.41  -1.52  1.46  0.41
Cl  1.09  1.47  0.83  0.31
H  1.00  -0.48  -2.14  -0.02
H  -1.98  1.12  0.90  -0.01

**HOMO energy**: -10.242 eV
**Relative energy (zero: lowest compared OMol25 entry of this formula, charge and spin)**: 3.1721 eV
**Frontier orbital gap**: 9.1 eV


Cl2H2O2P2 as an isolated structure in a non-equilibrium geometry. Source: OMol25; level of theory: ωB97M-V/def2-TZVPD.

Last column: Löwdin charge in e.
CARTESIAN COORDINATES (ANGSTROEM)
O  0.58  -1.78  -0.14  -0.38
O  -0.05  0.74  0.05  -0.72
P  -1.76  0.42  -0.10  0.86
P  0.97  -0.40  -0.27  -0.30
Cl  2.44  0.02  1.03  0.40
Cl  1.55  0.08  -2.19  0.33
H  -2.06  1.52  0.73  -0.09
H  -1.66  -0.60  0.88  -0.09

**HOMO energy**: -10.469 eV
**Relative energy (zero: lowest compared OMol25 entry of this formula, charge and spin)**: 0.0000 eV
**Frontier orbital gap**: 10.5 eV


Cl2H2O2P2 as an isolated structure in a non-equilibrium geometry. Source: OMol25; level of theory: ωB97M-V/def2-TZVPD.

Last column: Löwdin charge in e.
CARTESIAN COORDINATES (ANGSTROEM)
O  -0.80  0.48  -0.37  -0.67
O  1.04  -0.70  0.53  -0.46
P  0.39  1.64  -0.45  0.81
P  -0.24  -1.00  -0.09  -0.38
Cl  -1.58  -1.79  1.05  0.47
Cl  0.03  -2.13  -1.69  0.41
H  1.35  1.13  0.43  -0.09
H  -0.18  2.37  0.60  -0.10

**HOMO energy**: -9.629 eV
**Relative energy (zero: lowest compared OMol25 entry of this formula, charge and spin)**: 0.7452 eV
**Frontier orbital gap**: 9.8 eV


Cl2H2OSi as an isolated structure in a non-equilibrium geometry. Source: OMol25; level of theory: ωB97M-V/def2-TZVPD.

Last column: Löwdin charge in e.
CARTESIAN COORDINATES (ANGSTROEM)
O  -2.68  -1.20  -0.68  -0.80
Si  0.89  0.25  0.17  0.22
Cl  -1.73  -0.40  0.35  0.44
Cl  1.05  2.20  0.02  0.32
H  1.58  -0.40  1.26  -0.09
H  0.90  -0.44  -1.12  -0.09

**HOMO energy**: -8.642 eV
**Relative energy (zero: lowest compared OMol25 entry of this formula, charge and spin)**: 7.3269 eV
**Frontier orbital gap**: 7.1 eV


An isolated molecule of Cl2H3N2P in a non-equilibrium geometry. Source: OMol25; level of theory: ωB97M-V/def2-TZVPD.

Last column: Löwdin charge in e.
CARTESIAN COORDINATES (ANGSTROEM)
N  -0.82  0.47  -1.87  -0.24
P  -1.19  0.14  -0.41  -0.07
N  -0.01  -0.26  0.70  -0.17
Cl  -2.29  1.63  0.26  0.32
Cl  -2.59  -1.52  0.15  0.09
H  -0.12  -0.10  -2.31  -0.02
H  -0.33  -0.61  1.59  0.03
H  0.75  0.40  0.76  0.05

**HOMO energy**: -10.278 eV
**Relative energy (zero: lowest compared OMol25 entry of this formula, charge and spin)**: 0.0805 eV
**Frontier orbital gap**: 10.6 eV


An isolated molecule of Cl2H3P3 in a non-equilibrium geometry. Source: OMol25; level of theory: ωB97M-V/def2-TZVPD.

Last column: Löwdin charge in e.
CARTESIAN COORDINATES (ANGSTROEM)
P  -0.98  0.13  0.24  0.48
P  1.21  0.47  -0.32  -0.01
Cl  0.80  1.10  -2.49  -0.08
P  2.53  -0.42  1.23  0.05
Cl  1.93  -2.30  1.06  -0.02
H  -1.06  0.89  -1.01  -0.22
H  -1.41  -0.95  -0.70  -0.12
H  1.14  1.86  0.08  -0.08

**HOMO energy (alpha / beta)**: -8.209 / -8.210 eV
**Relative energy (zero: lowest compared OMol25 entry of this formula, charge and spin)**: 1.9186 eV
**Frontier orbital gap (alpha / beta)**: 6.4 / 6.4 eV


An isolated ion of composition Cl2H4N2P and charge +1 in a non-equilibrium geometry. Source: OMol25; level of theory: ωB97M-V/def2-TZVPD.

Last column: Löwdin charge in e.
CARTESIAN COORDINATES (ANGSTROEM)
N  0.92  -0.25  -1.34  -0.04
P  -0.66  -0.03  0.07  0.02
N  0.15  0.07  1.49  -0.15
Cl  -1.90  1.46  -0.05  0.48
Cl  -1.55  -1.76  0.01  0.48
H  1.27  0.70  -1.50  0.02
H  0.50  -0.56  -2.21  0.01
H  0.39  0.98  1.89  0.08
H  0.88  -0.62  1.65  0.09

**HOMO energy**: -15.627 eV
**Relative energy (zero: lowest compared OMol25 entry of this formula, charge and spin)**: 1.1972 eV
**Frontier orbital gap**: 10.3 eV
**Total charge**: +1


Cl2H4N2Si2 as an isolated structure in a non-equilibrium geometry. Source: OMol25; level of theory: ωB97M-V/def2-TZVPD.

Last column: Löwdin charge in e.
CARTESIAN COORDINATES (ANGSTROEM)
N  -1.01  -0.08  -0.08  -0.85
N  1.30  -0.13  -0.03  -0.82
Si  0.07  -1.41  -0.04  0.35
Si  -0.08  1.41  0.03  0.60
Cl  -2.78  -0.19  0.07  0.46
Cl  3.01  -0.04  0.07  0.44
H  0.10  -1.96  1.31  -0.04
H  -0.65  -2.09  -1.16  -0.03
H  -0.17  2.23  -1.30  -0.03
H  0.23  2.25  1.13  -0.08

**HOMO energy**: -8.740 eV
**Relative energy (zero: lowest compared OMol25 entry of this formula, charge and spin)**: 1.3286 eV
**Frontier orbital gap**: 8.5 eV


Cl2HgO8 as an isolated structure in a non-equilibrium geometry. Source: OMol25; level of theory: ωB97M-V/def2-TZVPD.

Last column: Löwdin charge in e.
CARTESIAN COORDINATES (ANGSTROEM)
Hg  -0.84  -2.03  -4.19  1.36
Cl  -0.13  -1.33  -1.38  0.58
O  0.16  -0.82  -0.08  -0.19
O  -1.45  -1.04  -1.58  -0.27
O  0.98  -0.83  -2.14  -0.20
O  0.02  -2.68  -1.75  -0.29
Cl  0.28  1.68  2.14  0.75
O  0.54  2.83  1.31  -0.16
O  -0.95  1.02  1.83  -0.25
O  1.44  0.76  2.47  -0.26
O  -0.04  2.42  3.38  -0.07

**HOMO energy (alpha / beta)**: -14.631 / -14.417 eV
**Multiplicity**: 2
**Frontier orbital gap (alpha / beta)**: 3.4 / 3.2 eV
**Total charge**: +1


Cl2O2V as an isolated structure in a non-equilibrium geometry. Source: OMol25; level of theory: ωB97M-V/def2-TZVPD.

Last column: Löwdin charge in e.
CARTESIAN COORDINATES (ANGSTROEM)
O  0.98  -0.66  1.70  -0.49
V  0.08  -0.36  0.37  0.53
O  0.77  -0.91  -0.91  -0.42
Cl  0.45  2.07  -0.07  -0.21
Cl  -2.27  -0.13  -1.09  -0.41

**HOMO energy**: -5.723 eV
**Frontier orbital gap**: 8.1 eV
**Total charge**: -1